The following is a quantum chemistry calculation of a 2-piece molecular cluster, C11H21N7O4PS overall in a non-equilibrium geometry, from the OMol25 dataset.

Results
- Orbital gap: 8.9 eV
- Net charge: +1

Last column: Löwdin charge in e.
Atoms and positions in Å:
H  -3.890  0.783  4.854  0.0958
H  1.382  -1.322  -1.376  0.0806
C  2.972  0.199  -1.639  -0.1563
H  3.844  0.026  -1.020  0.1127
H  2.823  1.279  -1.676  0.1069
H  2.616  0.308  -3.814  0.1169
C  3.209  -0.250  -3.087  -0.2384
O  -2.265  3.586  2.137  -0.0121
O  -2.724  -1.359  -0.313  -0.2455
C  3.053  -1.745  -3.374  -0.4588
S  4.321  -2.822  -2.626  1.0167
P  -1.403  -1.575  -1.218  0.8703
H  -1.642  3.669  0.234  0.0702
H  3.006  -2.742  2.028  0.1419
H  3.210  -1.883  -4.444  0.0788
O  3.700  -2.327  0.030  0.0084
N  -1.112  3.515  -0.627  0.1730
H  1.999  -0.595  0.072  0.1265
N  2.972  -4.262  0.683  0.0700
H  -2.460  1.180  -0.952  0.1592
H  -3.376  3.865  3.807  0.1425
N  3.308  -4.338  -0.643  0.0496
H  2.050  -2.125  -3.181  0.0709
C  -0.650  0.113  -1.005  -0.3103
H  -0.413  4.232  -0.763  0.1161
C  -3.015  3.187  3.021  -0.3188
C  3.734  -3.215  -1.040  -0.6792
O  -0.531  -2.620  -0.322  -0.2478
H  -3.333  -2.087  -0.493  0.0778
H  -2.003  0.820  2.191  0.0942
C  1.731  -0.386  -0.961  -0.1099
C  -3.090  0.928  2.200  -0.0504
H  0.012  -3.157  -0.914  0.0559
N  -1.454  1.184  -0.903  0.1971
C  -0.596  2.261  -0.736  -0.3869
H  -5.302  1.193  3.855  0.0954
N  0.582  0.525  -0.916  -0.0555
H  -4.558  2.425  4.891  0.0895
H  -3.547  -0.024  2.454  0.0910
C  3.213  -3.049  1.018  -0.2127
C  -4.359  1.565  4.256  -0.0364
H  -3.418  1.231  1.206  0.0745
N  -3.476  1.938  3.161  -0.1870
H  4.249  -0.006  -3.312  0.1120
N  0.630  1.877  -0.742  0.2117


The following is a quantum chemistry calculation of one molecule with the formula C11H21O2P in a non-equilibrium geometry, from the OMol25 dataset.

Results
- Orbital gap: 9.2 eV
- Energy relative to the best compared isomer or geometry (same formula, charge and spin): 20.1 kcal/mol
- Net charge: 0

Last column: Löwdin charge in e.
Atoms and positions in Å:
C  -1.509  -2.851  0.617  -0.0132
C  0.625  -1.622  1.247  -0.0510
C  -0.421  -1.855  0.193  -0.6224
H  0.122  1.112  2.335  0.0391
C  -0.193  0.831  -0.563  -0.3131
H  0.802  3.182  -1.448  0.0686
H  -0.624  3.397  -0.452  0.0971
H  2.322  0.729  1.079  0.0883
H  -1.107  -3.805  0.770  0.0718
H  0.148  2.904  2.245  0.1113
H  1.609  -1.366  0.826  0.0800
H  0.168  1.601  -2.887  -0.1292
O  -3.013  -1.267  -1.521  0.1133
C  0.645  1.781  0.322  -0.6316
H  1.089  -1.936  -1.385  0.0594
H  -1.749  -0.210  0.687  0.1826
H  -0.330  -2.750  -1.682  0.0752
H  -1.956  -2.394  1.487  0.0913
C  0.476  3.208  -0.370  -0.0748
C  -1.067  -0.553  -0.208  -0.1710
C  -1.882  -0.840  -1.414  -0.4961
H  0.205  -0.864  1.904  0.0617
O  -1.051  -0.366  -2.476  -0.2883
H  1.107  3.897  0.161  0.0701
H  -2.247  -2.825  -0.204  0.0872
H  0.851  -2.563  1.936  0.1360
H  -1.046  1.469  -0.891  0.1017
H  -1.150  1.958  1.380  0.1113
C  -0.035  1.922  1.681  -0.0612
P  0.749  0.596  -2.298  1.1410
C  2.183  1.578  0.347  -0.0627
H  2.632  2.516  0.615  0.0687
H  2.501  1.289  -0.685  0.0388
H  0.829  -3.374  -0.455  0.0974
C  0.317  -2.533  -0.892  -0.0772


The following is a quantum chemistry calculation of a 2-piece molecular cluster, C11H22BN overall in a non-equilibrium geometry, from the OMol25 dataset.

Results
- Orbital gap: 9.5 eV
- Energy relative to the best compared isomer or geometry (same formula, charge and spin): 0.0 kcal/mol
- Net charge: 0

Last column: Löwdin charge in e.
Atoms and positions in Å:
H  2.238  1.947  -0.135  0.0963
H  2.461  -0.560  1.821  0.0900
H  -0.318  -0.567  -2.177  0.1234
H  -2.848  1.867  0.725  0.0761
C  0.559  2.684  -1.249  -0.1252
C  0.821  -1.373  0.713  -0.3949
H  -1.793  -2.477  -0.304  0.0763
H  1.104  0.555  1.577  0.0334
C  -1.760  -1.721  -1.088  -0.0539
C  -0.708  2.708  -0.873  -0.1045
H  1.977  -3.079  1.262  0.0857
H  -1.473  0.760  0.862  0.0462
C  -0.896  2.819  0.620  -0.3180
H  0.568  -3.495  0.283  0.0496
H  0.931  2.867  2.288  0.0646
H  0.367  -3.028  1.971  0.0853
H  2.143  3.679  -0.195  0.1034
H  0.984  -0.765  2.759  0.0853
H  1.457  -2.513  -2.026  0.0789
H  -1.558  2.650  -1.534  0.1055
C  -0.308  -1.388  -1.446  -0.4420
H  0.911  2.605  -2.266  0.0978
N  0.344  -0.805  -0.300  0.1019
H  -2.271  -0.832  -0.727  0.0628
H  -1.923  1.785  2.232  0.0742
B  0.593  2.797  1.172  -0.0990
H  -2.285  -2.097  -1.963  0.0776
H  0.111  -2.625  -3.163  0.0742
C  -1.850  1.740  1.148  -0.0774
C  0.934  -2.839  1.060  -0.0243
H  0.056  -3.536  -1.666  0.0589
H  -1.356  3.794  0.842  0.1360
C  1.528  2.777  -0.103  -0.1461
C  1.375  -0.476  1.786  -0.0289
C  0.376  -2.595  -2.108  -0.0695


The following is a quantum chemistry calculation of one molecule with the formula C11H22BN3O5 in a non-equilibrium geometry, from the OMol25 dataset.

Results
- Orbital gap: 9.8 eV
- Energy relative to the best compared isomer or geometry (same formula, charge and spin): 28.6 kcal/mol
- Net charge: 0

Last column: Löwdin charge in e.
Atoms and positions in Å:
H  1.864  -1.810  4.818  0.0828
H  1.705  0.515  1.455  0.1295
O  0.887  -1.589  0.631  0.0759
H  0.088  0.872  -6.544  0.1161
C  -0.413  -0.124  3.060  -0.4488
C  0.448  0.603  -0.364  -0.3763
H  -0.266  -1.483  -4.081  0.1243
C  0.794  1.034  1.090  -0.0385
N  -0.423  0.567  1.865  0.0070
N  1.171  1.491  -1.312  0.1256
C  -1.070  0.753  -0.472  -0.2094
H  -2.832  -0.305  -1.094  0.1341
C  0.778  -0.275  3.929  -0.3835
H  1.088  2.427  -0.949  0.0941
C  -1.603  0.541  0.924  -0.0890
H  1.723  -2.086  3.103  0.0500
H  -1.942  -0.493  0.868  0.1088
H  1.200  -2.535  0.443  0.1750
C  0.976  -0.761  -0.491  -0.3890
H  -2.481  1.133  1.328  0.1543
H  -2.410  -0.500  -3.529  0.1326
H  2.131  1.308  -1.331  0.0790
H  0.353  -2.413  4.117  0.0835
H  -0.649  0.066  5.351  0.0877
N  0.377  0.195  5.257  0.0373
O  -0.279  0.139  -5.990  0.1353
H  0.964  2.104  1.158  0.1231
H  0.591  -0.484  -2.900  0.0624
O  0.562  1.711  -4.343  0.1378
C  -0.254  -0.518  -3.575  -0.0875
H  0.967  1.795  -3.472  0.0599
H  -1.278  -1.273  -1.166  0.1170
C  -1.751  -0.316  -1.449  -0.1192
H  -1.428  1.756  -0.879  0.1716
C  1.181  -1.749  3.951  -0.0387
C  -1.568  -0.014  -2.956  -0.1675
H  1.624  0.378  3.602  0.1365
O  1.473  -1.196  -1.546  0.0828
O  -1.464  -0.665  3.370  0.0561
H  -1.794  1.027  -3.162  0.1060
H  0.970  -0.314  5.943  0.0831
B  -0.009  0.489  -4.660  -0.7219


The following is a quantum chemistry calculation of C11H22BaN6O5S2 as an isolated structure in a non-equilibrium geometry, from the OMol25 dataset.

Results
- Orbital gap (alpha / beta): 5.0 / 2.4 eV
- Energy relative to the best compared isomer or geometry (same formula, charge and spin): 0.0 kcal/mol
- Net charge: 0

Last column: Löwdin charge in e.
Atoms and positions in Å:
C  -0.489  -1.700  -4.299  -0.0482
N  0.318  -0.343  -2.364  -0.2281
C  3.257  -0.331  1.929  -0.7077
H  -2.952  1.368  1.636  0.0558
H  -3.215  -2.546  -2.910  0.0872
H  2.426  2.338  -0.420  0.0332
H  -1.170  -2.562  -4.295  0.0738
H  1.352  2.296  -1.893  0.0411
N  1.959  -0.114  2.064  -0.0930
C  -0.673  -0.947  -3.030  -0.3532
H  2.148  0.128  -2.781  0.0523
H  2.608  3.564  -1.710  0.0909
O  -0.013  -2.154  0.448  -0.1925
N  -0.744  0.397  2.766  -0.0690
S  -2.075  0.474  4.973  1.0211
N  -1.966  -0.389  -1.149  -0.2124
H  -0.713  -1.064  -5.174  0.0897
H  4.891  -0.613  0.749  0.1025
Ba  0.162  0.593  0.147  1.5399
H  -3.149  -0.521  0.445  0.0566
O  -3.272  -0.370  -0.522  -0.1465
C  -1.970  0.557  3.236  -0.6937
S  4.177  -0.325  3.418  1.0307
H  -2.722  2.154  -0.632  0.0332
N  3.886  -0.474  0.746  0.0970
C  -1.974  -0.894  -2.389  -0.3535
H  2.597  0.108  5.334  0.0711
C  1.603  0.033  3.415  -0.3373
H  -0.905  -2.518  0.240  0.0651
H  4.101  2.052  -2.337  0.0978
H  -3.215  -1.197  -4.082  0.0822
C  2.695  -0.034  4.265  -0.3671
C  -3.202  -1.449  -3.012  -0.0502
H  -2.237  3.281  0.312  0.0358
H  0.619  -2.833  0.160  0.0597
H  3.372  -0.615  -0.120  0.0974
H  0.198  0.085  5.958  0.0688
N  -3.072  0.699  2.421  0.0688
O  3.247  1.609  -2.218  -0.1516
H  -4.090  -1.040  -2.515  0.0716
C  -0.363  0.235  5.042  -0.3648
H  0.547  -2.045  -4.392  0.0694
O  1.621  -0.720  -2.810  -0.1408
C  0.208  0.224  3.779  -0.3413
H  -3.957  0.785  2.910  0.0926
O  -2.220  2.311  0.177  -0.2486
C  2.366  2.507  -1.517  -0.1855


The following is a quantum chemistry calculation of a 2-piece molecular cluster, C11H22F5NO4PS overall in a non-equilibrium geometry, from the OMol25 dataset.

Results
- Orbital gap: 2.0 eV
- Energy relative to the best compared isomer or geometry (same formula, charge and spin): 60.0 kcal/mol
- Net charge: -1

Last column: Löwdin charge in e.
Atoms and positions in Å:
H  -0.668  2.419  0.155  0.0951
H  1.602  2.712  5.910  0.0684
C  -1.999  -2.085  -3.146  -0.1920
F  -0.237  -0.740  -6.331  0.0229
F  -2.609  -0.081  -7.212  0.0742
N  -1.240  0.055  -1.930  -0.1358
H  -2.137  0.670  -0.006  0.0900
H  0.644  3.578  4.694  0.0827
F  -1.183  0.625  -4.800  0.0707
H  2.880  -2.362  3.639  0.0835
S  1.902  0.932  -2.329  0.5706
H  -3.237  -0.264  -2.799  0.0902
C  0.051  0.169  5.979  -0.1323
F  -3.710  -0.334  -5.285  0.0990
O  1.896  -0.218  3.126  -0.3190
H  0.082  1.173  6.394  0.0661
C  3.763  -1.754  3.834  -0.1709
P  2.283  0.391  4.472  0.6998
C  -1.158  0.337  -0.486  -0.3303
H  -2.816  -1.206  -1.262  0.0938
O  1.356  -0.291  5.667  -0.2648
H  0.134  -1.683  -3.764  0.1223
C  -2.645  -0.856  -6.027  -0.3629
F  -2.838  -2.203  -6.361  0.0934
O  3.494  -0.776  4.824  -0.3223
C  -2.381  -0.813  -2.257  -0.3306
H  -0.763  -0.624  0.022  0.1041
H  4.554  -2.407  4.218  0.0785
C  1.448  2.855  4.832  -0.1842
H  -0.197  2.348  -2.453  0.0699
H  -1.579  -2.890  -2.449  0.1076
H  -0.382  -0.467  6.753  0.0832
H  4.125  -1.283  2.918  0.0794
O  1.090  1.623  4.205  -0.3279
H  -0.600  0.141  5.103  0.0960
H  2.369  3.246  4.404  0.0704
C  -1.234  -0.678  -5.301  -0.3286
H  0.701  1.195  0.454  0.0944
H  -2.953  -2.527  -3.602  0.0998
H  1.106  3.033  -1.390  0.0511
C  -0.887  -1.817  -4.258  -0.1010
C  0.562  2.054  -1.653  -0.5682
H  2.303  0.055  -1.337  -0.1504
C  -0.093  1.534  -0.298  -0.2576
H  -0.797  -2.787  -4.867  0.1215